A structure of composition C32H48BBeCl3CsF16N3NaO12PS3, computed with wB97M-V/def2-TZVPD.

Geometry as XYZ:
```
122
C32H48BBeCl3CsF16N3NaO12PS3, DFT wB97M-V/def2-TZVPD
C 7.43 -0.37 0.78
C 6.06 0.03 1.23
C 5.05 -1.08 1.39
C 5.69 1.30 1.47
C 6.03 2.51 0.63
C 4.74 3.32 0.38
C 3.72 2.67 -0.60
C 4.27 1.49 -1.40
C 2.53 2.22 0.25
C 1.36 1.62 -0.52
B -0.07 2.31 -0.06
C -0.39 2.01 1.55
P 0.12 0.47 2.22
O 1.50 0.52 2.81
O -0.90 0.17 3.53
O -0.08 -0.82 1.22
C 0.16 3.92 -0.24
C 0.90 4.46 -1.29
C 1.14 5.83 -1.40
C 0.66 6.73 -0.46
C -0.11 6.22 0.57
C -0.35 4.86 0.66
C -1.22 1.75 -1.10
F -1.02 2.31 -2.33
F -1.16 0.38 -1.33
C -2.71 2.06 -0.73
F -3.39 2.31 -1.89
F -2.83 3.18 0.01
C -3.52 0.90 -0.09
F -3.88 0.01 -1.01
F -2.83 0.27 0.90
C -4.84 1.40 0.57
F -4.61 2.06 1.71
F -5.58 2.11 -0.27
F -5.55 0.31 0.90
H 7.40 -1.19 0.06
H 7.94 -0.74 1.67
H 8.00 0.46 0.37
H 4.80 -1.39 0.37
H 5.41 -1.92 1.98
H 4.14 -0.65 1.80
H 5.05 1.49 2.33
H 6.71 3.14 1.22
H 6.57 2.28 -0.28
H 5.05 4.27 -0.06
H 4.22 3.56 1.32
H 3.45 3.44 -1.33
H 4.40 0.60 -0.79
H 5.21 1.76 -1.88
H 3.58 1.28 -2.22
H 2.96 1.44 0.89
H 2.22 3.02 0.92
H 1.36 0.53 -0.41
H 1.46 1.79 -1.59
H 0.14 2.74 2.17
H -1.44 2.13 1.80
H -1.37 0.99 3.68
H -0.88 -1.35 1.43
H 1.32 3.83 -2.07
H 1.73 6.18 -2.24
H 0.87 7.79 -0.56
H -0.51 6.91 1.30
H -0.94 4.51 1.50
Cl 7.72 2.59 3.52
C 9.04 3.46 4.38
C 10.33 3.39 3.60
Cl 11.00 1.74 3.57
H 9.14 3.02 5.37
H 8.73 4.50 4.48
H 11.07 4.03 4.08
H 10.20 3.72 2.58
C -3.20 7.97 -0.70
O -2.12 7.74 -0.24
N -3.89 7.05 -1.48
N -3.86 9.17 -0.51
H -4.79 7.22 -1.89
H -3.44 6.17 -1.65
H -3.37 9.86 0.02
H -4.76 9.38 -0.90
C -2.81 -2.35 -3.13
C -3.59 -3.66 -2.95
C -2.66 -4.83 -3.32
S -1.00 -4.25 -2.96
O -0.25 -4.15 -4.19
O -0.49 -4.96 -1.82
C -1.47 -2.59 -2.46
H -3.32 -1.50 -2.69
H -2.67 -2.15 -4.20
H -3.90 -3.75 -1.90
H -4.50 -3.67 -3.56
H -2.86 -5.72 -2.73
H -2.72 -5.07 -4.38
H -0.70 -1.88 -2.76
H -1.58 -2.59 -1.38
Be -5.71 -2.52 -2.06
Cl -7.10 -3.44 -3.52
Na 5.52 3.89 3.17
F -0.33 9.32 -1.15
C -4.39 -12.01 -0.75
F -5.55 -12.67 -0.63
F -4.20 -11.30 0.36
F -3.41 -12.92 -0.81
S -4.42 -10.94 -2.25
O -5.49 -10.01 -2.01
O -4.60 -11.86 -3.34
N -2.96 -10.36 -2.08
S -2.39 -9.33 -3.13
O -2.97 -8.02 -3.12
O -2.09 -9.88 -4.43
C -0.75 -9.11 -2.33
F -0.07 -10.27 -2.25
F -0.87 -8.63 -1.09
F -0.01 -8.25 -3.03
Cs 1.26 -1.63 3.52
O -8.37 -2.73 3.00
C -8.11 -2.21 4.08
C -6.40 -1.39 3.87
O -6.08 -0.87 4.95
H -7.90 -2.84 4.97
H -8.69 -1.33 4.43
H -6.58 -0.72 3.00
H -5.78 -2.21 3.46
```

Values from the calculation:
E: -191882.1453 eV
charge: -2
HOMO-LUMO gap: 0.999 eV
molar mass: 1379.97 g mol⁻¹

Results of the Mulliken charge analysis, in e, for atoms 1 through 99: atom 1 (C): -1.594, atom 2 (C): -0.009, atom 3 (C): -1.027, atom 4 (C): 0.901, atom 5 (C): -0.859, atom 6 (C): -0.560, atom 7 (C): 1.151, atom 8 (C): -2.075, atom 9 (C): -0.090, atom 10 (C): -2.015, atom 11 (B): -1.201, atom 12 (C): -1.210, atom 13 (P): 1.676, atom 14 (O): -1.148, atom 15 (O): -0.649, atom 16 (O): -0.474, atom 17 (C): 1.450, atom 18 (C): -0.565, atom 19 (C): -1.134, atom 20 (C): -0.792, atom 21 (C): -0.778, atom 22 (C): -0.571, atom 23 (C): 1.758, atom 24 (F): -0.449, atom 25 (F): -0.095, atom 26 (C): 0.434, atom 27 (F): -0.333, atom 28 (F): -0.319, atom 29 (C): 0.255, atom 30 (F): -0.232, atom 31 (F): -0.292, atom 32 (C): 0.554, atom 33 (F): -0.258, atom 34 (F): -0.234, atom 35 (F): -0.202, atom 36 (H): 0.387, atom 37 (H): 0.306, atom 38 (H): 0.373, atom 39 (H): 0.343, atom 40 (H): 0.494, atom 41 (H): -0.166, atom 42 (H): 0.109, atom 43 (H): 0.506, atom 44 (H): 0.447, atom 45 (H): 0.241, atom 46 (H): -0.055, atom 47 (H): 0.513, atom 48 (H): 0.080, atom 49 (H): 0.504, atom 50 (H): 0.597, atom 51 (H): -0.123, atom 52 (H): 0.405, atom 53 (H): 0.424, atom 54 (H): 0.631, atom 55 (H): 0.611, atom 56 (H): 0.874, atom 57 (H): 0.363, atom 58 (H): 0.299, atom 59 (H): 0.661, atom 60 (H): 0.442, atom 61 (H): 0.346, atom 62 (H): 0.320, atom 63 (H): 0.074, atom 64 (Cl): -0.089, atom 65 (C): -0.544, atom 66 (C): -0.461, atom 67 (Cl): -0.164, atom 68 (H): 0.351, atom 69 (H): 0.294, atom 70 (H): 0.336, atom 71 (H): 0.311, atom 72 (C): 0.458, atom 73 (O): -0.400, atom 74 (N): -0.375, atom 75 (N): -0.438, atom 76 (H): 0.144, atom 77 (H): 0.203, atom 78 (H): 0.252, atom 79 (H): 0.129, atom 80 (C): -0.007, atom 81 (C): -0.470, atom 82 (C): -0.596, atom 83 (S): 1.254, atom 84 (O): -0.723, atom 85 (O): -0.690, atom 86 (C): -0.416, atom 87 (H): -0.196, atom 88 (H): 0.282, atom 89 (H): 0.099, atom 90 (H): 0.274, atom 91 (H): 0.268, atom 92 (H): 0.434, atom 93 (H): 0.472, atom 94 (H): 0.061, atom 95 (Be): -0.114, atom 96 (Cl): -0.484, atom 97 (Na): 0.749, atom 98 (F): -0.957, atom 99 (C): 0.658

A structure of composition C32H48BN12Pb, computed with wB97M-V/def2-TZVPD.

Geometry as XYZ:
```
94
C32H48BN12Pb, DFT wB97M-V/def2-TZVPD
Pb 0.37 0.30 0.61
C -4.51 -1.11 -2.34
C -3.73 -0.67 -1.15
C -4.25 -0.37 0.09
C -3.16 -0.01 0.89
N -2.03 -0.09 0.18
N -2.38 -0.50 -1.10
B -1.49 -0.68 -2.31
N -0.40 -1.82 -2.16
N 0.68 -1.74 -1.24
C 1.47 -2.75 -1.46
C 0.91 -3.57 -2.52
C -0.30 -2.90 -2.91
C -1.24 -3.35 -3.96
C 2.75 -3.02 -0.74
C 3.87 -3.10 -1.80
C 2.63 -4.38 -0.02
C 3.06 -1.92 0.27
N -0.76 0.64 -2.77
N 0.24 1.28 -1.98
C 0.72 2.28 -2.67
C 0.00 2.37 -3.93
C -0.93 1.27 -3.91
C -1.90 0.94 -4.98
C 1.83 3.19 -2.25
C 2.48 2.69 -0.97
C 2.87 3.24 -3.38
C 1.23 4.59 -2.04
C -3.21 0.42 2.34
C -2.67 1.84 2.46
C -2.39 -0.56 3.19
C -4.66 0.41 2.84
H -5.56 -1.18 -2.07
H -4.19 -2.09 -2.69
H -4.42 -0.41 -3.17
H -5.28 -0.41 0.38
H -2.15 -1.01 -3.23
H 1.29 -4.50 -2.90
H -0.92 -4.32 -4.35
H -1.27 -2.64 -4.78
H -2.25 -3.45 -3.55
H 3.66 -3.85 -2.56
H 4.80 -3.38 -1.31
H 4.02 -2.14 -2.28
H 2.53 -5.20 -0.73
H 1.78 -4.40 0.66
H 3.53 -4.55 0.56
H 3.07 -0.94 -0.22
H 4.06 -2.08 0.68
H 2.36 -1.92 1.10
H 0.11 3.10 -4.71
H -1.84 1.67 -5.78
H -2.92 0.93 -4.59
H -1.70 -0.05 -5.39
H 2.84 1.67 -1.08
H 1.81 2.75 -0.11
H 3.34 3.32 -0.73
H 3.33 2.27 -3.54
H 3.65 3.94 -3.10
H 2.44 3.58 -4.32
H 0.44 4.59 -1.28
H 0.81 5.00 -2.96
H 2.02 5.27 -1.71
H -1.68 1.93 2.01
H -2.58 2.12 3.51
H -3.33 2.56 1.97
H -1.34 -0.59 2.87
H -2.80 -1.57 3.14
H -2.40 -0.24 4.24
H -5.29 1.10 2.28
H -4.68 0.71 3.88
H -5.10 -0.59 2.78
N -0.09 -2.67 2.19
C 0.60 -1.87 3.03
N 1.20 -2.45 4.05
C 1.80 -1.60 4.91
N 2.43 -2.11 5.95
N 1.78 -0.25 4.79
C 1.20 0.20 3.71
N 0.63 -0.55 2.74
C 1.15 1.68 3.53
C 1.51 2.55 4.55
C 1.39 3.91 4.34
C 0.90 4.36 3.11
C 0.58 3.42 2.15
N 0.71 2.11 2.35
H -0.17 -3.64 2.45
H -0.75 -2.30 1.53
H 2.46 -3.11 6.08
H 2.88 -1.50 6.61
H 1.88 2.15 5.49
H 1.65 4.61 5.11
H 0.78 5.41 2.91
H 0.20 3.73 1.18
```

Values from the calculation:
E: -57747.0358 eV
charge: +3
HOMO-LUMO gap (alpha / beta): 5.430 / 5.315 eV
energy relative to the best compared isomer or geometry (same formula, charge and spin): 0.716 eV
molar mass: 818.83 g mol⁻¹

Mulliken analysis output, partial charges in e: atom 1 (Pb): 1.114, atom 2 (C): -1.351, atom 3 (C): 0.553, atom 4 (C): -0.732, atom 5 (C): -1.138, atom 6 (N): 0.835, atom 7 (N): 0.155, atom 8 (B): -1.564, atom 9 (N): 0.160, atom 10 (N): 1.241, atom 11 (C): -0.331, atom 12 (C): -1.424, atom 13 (C): 0.911, atom 14 (C): -1.265, atom 15 (C): 2.300, atom 16 (C): -1.781, atom 17 (C): -1.645, atom 18 (C): -0.859, atom 19 (N): 0.235, atom 20 (N): 0.997, atom 21 (C): -0.227, atom 22 (C): -1.344, atom 23 (C): 0.873, atom 24 (C): -1.220, atom 25 (C): 2.298, atom 26 (C): -1.187, atom 27 (C): -1.750, atom 28 (C): -1.657, atom 29 (C): 2.254, atom 30 (C): -1.365, atom 31 (C): -0.559, atom 32 (C): -2.315, atom 33 (H): 0.437, atom 34 (H): 0.235, atom 35 (H): 0.215, atom 36 (H): 0.722, atom 37 (H): -0.048, atom 38 (H): 0.601, atom 39 (H): 0.416, atom 40 (H): 0.256, atom 41 (H): 0.261, atom 42 (H): 0.434, atom 43 (H): 0.464, atom 44 (H): 0.392, atom 45 (H): 0.444, atom 46 (H): 0.270, atom 47 (H): 0.449, atom 48 (H): 0.025, atom 49 (H): 0.590, atom 50 (H): -0.185, atom 51 (H): 0.588, atom 52 (H): 0.414, atom 53 (H): 0.248, atom 54 (H): 0.252, atom 55 (H): 0.203, atom 56 (H): -0.358, atom 57 (H): 0.580, atom 58 (H): 0.397, atom 59 (H): 0.461, atom 60 (H): 0.422, atom 61 (H): 0.324, atom 62 (H): 0.424, atom 63 (H): 0.459, atom 64 (H): -0.052, atom 65 (H): 0.421, atom 66 (H): 0.528, atom 67 (H): -0.769, atom 68 (H): 0.468, atom 69 (H): 0.520, atom 70 (H): 0.477, atom 71 (H): 0.426, atom 72 (H): 0.482, atom 73 (N): 0.174, atom 74 (C): 0.402, atom 75 (N): -0.901, atom 76 (C): 0.090, atom 77 (N): -0.297, atom 78 (N): -0.740, atom 79 (C): -0.530, atom 80 (N): 0.184, atom 81 (C): 0.837, atom 82 (C): -0.655, atom 83 (C): -0.669, atom 84 (C): -1.149, atom 85 (C): -0.328, atom 86 (N): 0.348, atom 87 (H): 0.290, atom 88 (H): 0.083, atom 89 (H): 0.269, atom 90 (H): 0.262, atom 91 (H): 0.583, atom 92 (H): 0.480, atom 93 (H): 0.479, atom 94 (H): 0.689

Q: What is the formula in the first record?
A: C32H48BBeCl3CsF16N3NaO12PS3

Q: The highest molar mass belongs to which entry?
A: C32H48BBeCl3CsF16N3NaO12PS3